16
Properties=species:S:1:pos:R:3:lowdin_charge:R:1 method="wB97M-V/def2-TZVPD" largest_force_ha_per_bohr=0.03606 orbital_gap_ha="0.276 / 0.276" homo_ev="-8.24 / -8.24" lumo_ev="-0.736 / -0.736" multiplicity=1
C 0.5980 0.5792 0.4849 -0.114
C -1.7428 0.1667 -1.2484 0.097
C 1.8616 0.7971 0.9565 -0.040
C -1.2169 -2.1235 -0.8848 -0.008
N 0.2414 -0.5331 -0.1529 0.024
N -0.9186 -0.7035 -0.7375 -0.266
N 2.1314 1.9257 1.7262 -0.446
O 1.1948 2.6374 2.0759 0.016
O 3.2971 2.1511 2.0189 0.042
H -0.1646 1.3195 0.7396 0.121
H -1.5291 1.2196 -1.1781 0.085
H -2.6186 -0.1580 -1.7728 0.081
H 2.6980 0.1603 0.7254 0.119
H -2.2878 -2.2816 -0.9811 0.090
H -0.7101 -2.5193 -1.7652 0.103
H -0.8337 -2.6374 -0.0066 0.097